119
Properties=species:S:1:pos:R:3:forces:R:3:mulliken_charge:R:1 method="wB97M-V/def2-TZVPD" e_tot_ha=-4119.93913 charge=-2 homo_energy_ev=0.5
Tl -0.74268 -0.17575 -0.20141 1.209 -0.168 0.004 0.806
C 1.71949 -1.00280 -4.18116 0.013 0.115 0.187 -1.275
C 0.27765 -1.04125 -4.58326 -0.051 -0.014 -0.030 0.827
C -0.15050 -0.54357 -5.81614 -0.175 -0.013 0.038 -0.780
C -1.49840 -0.60400 -6.11833 0.142 0.051 -0.075 -0.534
C -2.37518 -1.17680 -5.21433 -0.257 -0.080 0.200 -0.818
C -1.87576 -1.66689 -4.00862 0.654 0.417 -0.388 0.691
N -0.57527 -1.57115 -3.71161 -0.185 -0.191 -0.033 0.034
C -2.72090 -2.37474 -3.01604 -0.214 -0.321 0.716 0.399
C -4.09506 -2.54884 -3.17421 0.098 0.183 -0.162 -0.619
C -4.78969 -3.32693 -2.26212 0.016 -0.125 0.108 -0.798
C -4.10573 -3.92145 -1.21858 -0.022 0.258 0.082 -0.476
C -2.74461 -3.64461 -1.09304 0.044 0.045 -0.144 0.045
N -2.07668 -2.90343 -1.96506 -0.092 -0.006 -0.192 0.223
C -1.90845 -4.38744 -0.09683 0.225 -0.084 0.629 0.219
C -1.61189 -5.69555 -0.44286 -0.043 -0.038 -0.056 -0.715
C -0.81872 -6.45920 0.39850 -0.013 0.067 0.022 -0.628
C -0.32892 -5.87345 1.54142 0.001 -0.161 -0.008 -0.894
C -0.67146 -4.55995 1.85630 -0.119 0.362 -0.015 1.191
C -0.10917 -3.89874 3.05575 0.159 0.129 -0.030 -1.420
N -1.47746 -3.83070 1.05998 -0.041 -0.548 -0.740 0.355
H 1.93537 -0.05879 -3.67002 0.025 -0.040 0.023 0.279
H 1.92366 -1.80231 -3.47092 -0.008 0.039 -0.032 0.195
H 2.38534 -1.08774 -5.04119 -0.029 0.022 -0.003 0.403
H 0.56049 -0.11671 -6.51117 0.026 0.005 0.014 0.412
H -1.86655 -0.21807 -7.06207 -0.004 0.002 0.015 0.413
H -3.42941 -1.23908 -5.44912 0.027 -0.011 -0.024 0.261
H -4.61557 -2.09196 -4.00514 -0.016 -0.030 0.023 0.293
H -5.85606 -3.48708 -2.37332 0.006 0.030 -0.040 0.423
H -4.60445 -4.54025 -0.48513 0.011 -0.016 0.000 0.464
H -1.99671 -6.10295 -1.36839 -0.001 0.048 -0.021 0.467
H -0.59240 -7.49061 0.15787 0.058 0.010 -0.028 0.399
H 0.31937 -6.41951 2.21300 0.004 0.032 0.029 0.400
H 0.26084 -4.62141 3.78370 -0.042 -0.020 -0.010 0.397
H -0.82431 -3.21706 3.51153 0.074 -0.005 0.058 0.181
H 0.73446 -3.27547 2.69999 -0.110 0.018 0.058 -0.016
O 0.50623 -0.98945 4.14562 -0.062 0.209 0.141 -0.433
C -0.12555 0.23187 4.47156 0.178 -0.065 -0.009 -0.155
C 0.79964 1.43248 4.29011 -0.170 0.021 -0.110 -0.893
C 0.94554 1.85740 2.81615 -0.126 -0.156 0.024 2.138
C -0.24849 2.61903 2.31916 -0.038 0.083 0.109 -0.333
C -0.21917 4.01679 2.35164 -0.069 0.022 -0.048 -0.922
C -1.32393 4.73607 1.95002 0.054 -0.007 0.091 -0.510
C -2.46439 4.04523 1.56810 -0.137 0.059 -0.054 -1.076
C -2.42130 2.66429 1.58819 0.049 -0.064 0.061 -0.480
N -1.34590 1.95471 1.92707 0.152 0.125 0.343 0.714
H 0.81643 -0.96374 3.20955 -0.044 -0.227 -0.151 -0.143
H -0.42772 0.14746 5.52216 0.006 0.012 -0.019 0.481
H -1.02835 0.37596 3.86600 -0.076 -0.051 -0.003 -0.217
H 1.78258 1.15436 4.67722 -0.009 0.074 0.030 0.142
H 0.42252 2.27847 4.87900 0.033 0.013 0.030 0.483
H 1.08860 0.96504 2.19951 0.058 0.024 -0.060 -1.554
H 1.83081 2.48414 2.70194 0.023 -0.038 -0.071 0.488
H 0.68858 4.51684 2.66300 0.020 -0.018 -0.031 0.471
H -1.30668 5.81998 1.94157 0.022 0.000 -0.016 0.372
H -3.36064 4.56541 1.25199 -0.015 -0.050 0.000 0.477
H -3.30358 2.08572 1.33557 0.050 0.036 -0.194 0.497
Cl 0.99480 2.43005 -0.61277 -0.645 0.342 -0.198 -0.692
N -5.09398 4.45181 -3.47849 -0.037 0.033 0.056 -0.566
C -4.33808 3.49385 -2.80733 0.083 -0.032 0.140 1.051
C -4.94365 2.39597 -2.19601 -0.124 0.017 -0.067 -0.812
C -4.15365 1.52436 -1.46656 0.116 0.069 -0.103 -0.645
N -2.84189 1.66572 -1.31409 -0.318 0.063 -0.068 0.373
C -2.25910 2.70967 -1.90473 0.043 0.018 -0.044 -0.320
C -2.96158 3.63754 -2.65738 -0.093 0.043 -0.024 -0.817
H -5.98465 4.13944 -3.82581 0.017 -0.010 -0.067 0.223
H -4.58358 5.02871 -4.12535 -0.011 -0.033 -0.059 0.226
H -6.01255 2.23143 -2.28446 0.007 0.013 0.045 0.332
H -4.60222 0.66454 -0.97245 -0.001 -0.004 -0.018 0.413
H -1.18422 2.80588 -1.74591 0.019 -0.017 0.029 0.131
H -2.44488 4.47709 -3.10882 0.035 -0.014 0.024 0.354
S 1.65782 -1.50265 1.10220 -0.889 -0.578 0.381 -0.427
Sb 3.28152 0.24057 0.15895 0.134 0.306 -0.567 -0.098
C 4.27570 0.58438 2.09045 0.033 -0.046 -0.124 0.931
C 3.84575 -0.09650 3.22833 0.000 -0.013 0.056 -0.252
C 4.45757 0.09963 4.46137 0.051 0.039 0.002 -0.488
C 5.51488 0.99253 4.58296 0.004 -0.015 0.035 -0.527
C 5.96332 1.66970 3.45675 0.016 0.027 -0.013 -0.686
C 5.35451 1.46071 2.22294 -0.008 0.034 0.137 -0.618
C 4.74105 -1.26084 -0.45708 0.078 0.068 0.163 0.097
C 6.06675 -1.23978 -0.02756 -0.005 -0.132 -0.113 0.094
C 6.99728 -2.14444 -0.52864 0.010 0.035 0.026 -0.775
C 6.61352 -3.08580 -1.47466 0.029 -0.049 -0.022 -0.332
C 5.29179 -3.12827 -1.90161 0.017 0.005 -0.021 -0.628
C 4.36812 -2.22352 -1.39164 0.019 -0.031 0.005 -0.499
C 4.65199 1.88088 -0.85269 0.299 -0.253 0.216 0.007
C 4.48232 3.22702 -0.51355 0.182 -0.012 -0.199 0.294
C 4.93360 4.25181 -1.33669 -0.059 0.055 0.057 -0.752
C 5.56581 3.95334 -2.53893 0.050 0.050 -0.040 -0.354
C 5.73086 2.62376 -2.90741 -0.044 -0.085 -0.110 -0.580
C 5.26167 1.60691 -2.07995 0.075 0.255 0.076 -0.763
H 3.01910 -0.79592 3.13371 0.061 0.015 -0.001 0.316
H 4.10658 -0.44772 5.33069 -0.035 0.005 -0.015 0.377
H 5.98933 1.15775 5.54529 0.001 -0.016 -0.001 0.310
H 6.79524 2.36304 3.53813 -0.004 -0.001 -0.016 0.367
H 5.72464 1.98592 1.35084 -0.003 -0.005 0.023 0.365
H 6.37343 -0.50814 0.71109 0.041 0.012 -0.016 0.288
H 8.02590 -2.11438 -0.18175 -0.006 0.009 -0.006 0.367
H 7.33992 -3.78581 -1.87520 -0.007 -0.005 0.011 0.317
H 4.98583 -3.86862 -2.63443 -0.023 0.007 0.007 0.338
H 3.33146 -2.26853 -1.71142 0.010 -0.030 0.046 0.352
H 3.97773 3.47737 0.41773 -0.025 0.056 -0.032 0.191
H 4.78357 5.29004 -1.04975 -0.005 -0.010 -0.010 0.337
H 5.91831 4.74958 -3.18756 0.004 0.000 0.013 0.314
H 6.22170 2.38114 -3.84788 -0.009 0.011 0.007 0.340
H 5.38094 0.57062 -2.39413 0.044 0.019 -0.027 0.243
N -7.65555 0.38871 0.94940 0.191 -0.151 0.089 -0.528
C -6.52719 0.42802 1.76741 -0.443 0.483 0.093 0.711
C -5.48362 -0.46158 1.57921 0.572 -0.297 -0.049 -0.250
N -4.36659 -0.41583 2.32050 -1.139 0.928 0.048 -0.238
C -4.32843 0.55058 3.25699 0.541 -0.392 0.088 -0.115
C -5.37950 1.41909 3.42504 -0.406 0.240 0.087 -0.304
N -6.50187 1.38382 2.70021 0.355 -0.377 -0.119 -0.699
H -7.81756 -0.50944 0.52239 -0.085 0.011 -0.026 0.240
H -8.46865 0.76823 1.40902 -0.023 0.036 -0.054 0.267
H -5.50690 -1.24081 0.82604 -0.024 0.015 -0.015 0.252
H -3.43182 0.59364 3.86044 0.023 0.074 -0.049 0.275
H -5.33302 2.18924 4.18531 0.104 -0.020 0.012 0.418
Te -2.77954 -1.86733 1.84622 -0.063 -0.729 0.086 -0.100

---

11
Properties=species:S:1:pos:R:3:forces:R:3:mulliken_charge:R:1 method="wB97M-V/def2-TZVPD" e_tot_ha=-172.61088 e_above_lowest_kcal_mol=24.5 charge=+1 homo_energy_ev=-15.3
N 0.00680 1.92047 0.51202 -0.996 -0.429 1.620 -0.479
H -0.79687 1.74257 1.19780 1.296 0.723 -1.083 0.415
H 0.14673 0.98247 0.08912 0.123 -0.392 -0.601 0.300
H 0.85354 2.22601 1.03526 -0.777 0.019 -0.602 0.406
H -0.29233 2.55745 -0.23745 0.248 0.019 0.469 0.387
C 0.14037 -1.85351 -0.13842 -0.302 0.695 -1.376 -0.478
O -0.20462 -0.46772 -0.77062 -0.483 -3.146 -1.878 -0.662
H 0.72562 -2.50603 -0.93627 -1.606 1.297 1.763 0.270
H -0.83689 -2.27319 0.28702 1.620 0.306 -0.912 0.245
H 0.82817 -1.59342 0.66770 -0.126 -0.231 -0.076 0.253
H -0.57053 -0.73510 -1.70617 1.002 1.138 2.676 0.344

---

17
Properties=species:S:1:pos:R:3:forces:R:3:mulliken_charge:R:1 method="wB97M-V/def2-TZVPD" e_tot_ha=-363.92494 e_above_lowest_kcal_mol=62.3 charge=0 homo_energy_ev=-8.0
C -1.23511 -2.05035 0.41527 -0.012 0.002 -0.250 -1.350
C -0.68354 -0.67977 0.16793 0.929 0.204 0.348 0.377
C -0.91853 0.03134 -0.95199 -2.220 -1.166 -0.259 0.618
O -1.59310 0.23284 -1.90964 1.225 0.364 0.601 -0.538
C 0.29287 -0.04313 1.14245 -0.248 0.023 -0.294 -0.655
C 0.22263 1.36146 0.64153 -0.153 -0.021 -1.524 -0.227
C 0.63727 1.60153 -0.65018 1.344 1.230 1.779 -0.467
N 1.76030 1.02287 -1.27881 -0.579 -0.604 -0.425 -0.492
H -1.95629 -2.32210 -0.35342 -0.043 -0.093 0.058 0.331
H -0.44324 -2.80453 0.43355 -0.010 -0.026 -0.047 0.302
H -1.72712 -2.08449 1.39098 -0.069 0.035 -0.048 0.314
H -0.09202 -0.13575 2.16026 0.201 -0.015 0.025 0.345
H 1.29842 -0.47448 1.08156 -0.023 -0.043 0.201 0.213
H -0.47149 2.03866 1.11760 -0.222 -0.006 -0.159 0.329
H 0.33475 2.53234 -1.11397 -0.069 0.020 -0.041 0.454
H 2.54486 1.65089 -1.38353 -0.166 -0.031 -0.006 0.233
H 2.02934 0.12266 -0.90959 0.113 0.127 0.040 0.214

---

30
Properties=species:S:1:pos:R:3:forces:R:3:mulliken_charge:R:1 method="wB97M-V/def2-TZVPD" e_tot_ha=-654.35633 e_above_lowest_kcal_mol=79.1 charge=0 homo_energy_ev=-7.4 smiles="CC1=CC=CCC1=C(C)C.O=C(O)O"
C -0.14181 -1.77750 1.76615 -0.947 1.279 -2.870 -2.229
C 0.54299 -0.52332 1.33146 -0.112 -0.228 0.730 0.904
C 1.73746 -0.34186 1.91606 -0.105 -0.665 -0.331 -0.193
C 2.58051 0.73563 1.56072 -2.915 1.506 -1.500 -0.807
C 2.09448 1.76268 0.86784 -1.712 0.277 1.135 -0.946
C 0.61858 1.80908 0.39262 2.606 -0.870 0.200 -1.236
C -0.08396 0.50599 0.44826 -0.758 -3.607 -0.027 0.809
C -1.23016 0.26263 -0.27149 0.583 1.594 -0.064 1.505
C -2.22079 -0.89677 -0.56989 1.798 2.858 2.865 -2.437
C -1.64086 1.51426 -0.99492 1.588 1.008 1.770 -1.434
H -0.37279 -2.42894 0.95147 0.785 -0.931 -0.856 0.289
H 0.28087 -2.26210 2.55397 1.516 -1.345 1.996 0.466
H -1.13147 -1.60356 1.98939 -2.445 0.973 1.236 0.463
H 2.12638 -1.06395 2.62401 -0.133 -0.144 -0.053 0.288
H 3.52766 0.75358 1.84988 4.081 -0.033 1.285 0.626
H 2.65528 2.66476 0.68691 0.282 -0.007 -0.208 0.415
H -0.06188 2.45460 0.88655 -0.021 1.628 0.540 0.523
H 0.92460 2.15549 -0.58071 -1.382 0.201 -1.000 0.386
H -2.74744 -0.73450 -1.43327 -1.059 0.689 -2.194 0.653
H -1.68982 -1.75820 -0.64677 1.045 -2.986 0.300 0.500
H -2.90933 -0.82506 0.23448 -0.831 -0.788 0.850 0.480
H -2.47711 1.24140 -1.52636 -1.887 0.118 -1.720 0.531
H -1.99464 2.26638 -0.15507 1.055 -0.771 -2.026 0.251
H -0.72961 1.75627 -1.66234 -1.934 0.571 1.004 0.286
O 0.94052 0.55753 -2.24909 -0.738 -1.253 -0.646 -0.603
C 0.44334 -0.54869 -2.16391 1.734 1.370 0.023 0.741
O 0.96341 -1.52917 -1.44915 -0.512 -2.363 0.143 -0.506
O -0.61432 -0.94321 -2.89007 -0.133 0.448 -0.386 -0.456
H 1.67927 -1.42862 -0.79782 -0.380 1.173 -0.524 0.375
H -1.06938 -1.77480 -2.66891 0.933 0.296 0.329 0.357